Density functional theory data (wB97M-V/def2-TZVPD) for a structure of composition C5H3BiCl2NO3Tl at a distorted geometry.

## Properties
Net charge: +4
Kohn-Sham gap (alpha / beta): 0.136 / 0.137 Ha
LUMO (alpha / beta): -21.70 / -21.69 eV
M: 609.4 g mol⁻¹
Energy relative to the best compared isomer or geometry (same formula, charge and spin): 0.350 eV

```
16
C5H3BiCl2NO3Tl, DFT wB97M-V/def2-TZVPD
Bi -1.175 0.040 -3.153
Tl 2.062 0.298 0.308
Cl -1.730 -2.040 -1.977
Cl 0.129 1.602 -1.166
C 2.290 3.011 1.195
C 0.602 -1.544 -3.764
C 0.641 1.591 -4.511
O 2.380 4.113 1.455
O 1.040 -2.523 -4.187
O 1.361 2.325 -5.014
C -1.564 -1.312 3.826
C -0.732 -0.796 2.760
N -0.009 -0.482 1.914
H -0.960 -1.999 4.436
H -2.458 -1.806 3.417
H -1.878 -0.478 4.459
```

Density functional theory data (wB97M-V/def2-TZVPD) for the molecule C2H5N3OS at a distorted geometry.

## Properties
Kohn-Sham gap: 0.373 Ha
LUMO: 0.56 eV
M: 119.1 g mol⁻¹
Energy relative to the best compared isomer or geometry (same formula, charge and spin): 3.626 eV

```
12
C2H5N3OS, DFT wB97M-V/def2-TZVPD
C 0.735 -0.076 0.652
C -0.038 1.250 -1.211
H -0.572 -2.189 2.185
H 1.590 0.574 0.823
H -1.421 -1.726 -0.914
H -0.449 1.178 -2.218
H 0.415 2.373 0.304
N 0.371 -0.733 1.674
N 0.244 -0.020 -0.656
N 0.095 2.395 -0.672
O -0.767 -1.559 1.483
S -0.202 -1.467 -1.449
```

Density functional theory data (wB97M-V/def2-TZVPD) for the ion C4H10NS2 with charge +1 at a distorted geometry.

## Properties
Net charge: +1
Kohn-Sham gap: 0.308 Ha
LUMO: -3.98 eV
M: 136.3 g mol⁻¹
Energy relative to the best compared isomer or geometry (same formula, charge and spin): 1.548 eV

```
17
C4H10NS2, DFT wB97M-V/def2-TZVPD
C 2.230 0.638 0.716
C 0.079 -1.452 -0.041
C -0.342 0.608 -1.384
C -0.296 0.002 0.050
N -1.665 0.353 0.570
S 3.582 1.041 1.473
S 0.657 1.009 1.300
H 2.219 0.173 -0.164
H 0.250 -1.997 0.881
H -0.585 -2.103 -0.531
H 0.918 -1.685 -0.669
H -0.490 1.615 -1.127
H -1.273 0.265 -1.708
H 0.586 0.389 -1.858
H -2.424 -0.258 0.138
H -1.652 0.026 1.595
H -1.793 1.375 0.761
```

Density functional theory data (wB97M-V/def2-TZVPD) for a structure of composition BH8O2Rb at a distorted geometry.

## Properties
Kohn-Sham gap: 0.162 Ha
LUMO: -1.93 eV
M: 136.3 g mol⁻¹

```
12
BH8O2Rb, DFT wB97M-V/def2-TZVPD
Rb -1.247 -0.044 0.384
B 1.478 -1.735 -4.469
H 0.926 -0.841 -4.225
H 1.803 -1.777 -5.497
H 2.384 -1.742 -3.882
H 0.871 -2.608 -4.291
O 2.876 0.786 3.550
H 2.981 0.605 4.484
H 3.684 0.462 3.151
O -5.037 2.011 3.442
H -5.726 1.934 4.102
H -4.991 2.948 3.252
```

Density functional theory data (wB97M-V/def2-TZVPD) for a structure of composition C6H10N2O at a distorted geometry.

## Properties
Kohn-Sham gap: 0.216 Ha
LUMO: 0.64 eV
M: 126.2 g mol⁻¹
Energy relative to the best compared isomer or geometry (same formula, charge and spin): 4.456 eV

```
19
C6H10N2O, DFT wB97M-V/def2-TZVPD
C -0.719 1.817 -0.641
C -1.957 -0.948 1.034
N 1.281 0.965 0.738
C 0.488 -1.159 0.248
C 1.437 -0.094 -0.106
C -0.221 0.951 0.479
C -0.620 -0.467 0.592
N 2.195 -0.118 -1.230
O 0.875 -2.475 0.351
H 0.111 -2.996 0.630
H 1.754 1.824 0.480
H 2.793 0.665 -1.447
H 2.142 -0.956 -1.793
H -1.775 1.621 -0.840
H -0.662 2.872 -0.360
H -0.169 1.694 -1.595
H -2.322 -0.340 1.864
H -1.938 -1.990 1.365
H -2.694 -0.866 0.229
```

Density functional theory data (wB97M-V/def2-TZVPD) for the molecule C6H14N2O3S2 at a distorted geometry.

## Properties
Kohn-Sham gap: 0.352 Ha
LUMO: 0.62 eV
M: 226.3 g mol⁻¹
Energy relative to the best compared isomer or geometry (same formula, charge and spin): 0.000 eV

```
27
C6H14N2O3S2, DFT wB97M-V/def2-TZVPD
C -0.035 -1.561 0.794
C 1.191 -2.384 0.318
C 2.453 -0.719 -0.877
C 1.803 0.624 -0.587
C 1.296 2.772 0.804
C -3.487 -0.213 -0.111
N -0.939 -0.973 -0.191
N 1.069 1.259 -1.383
O -1.532 1.429 -0.808
O -1.522 0.615 1.601
O 2.406 -1.619 0.164
S 2.215 1.215 0.935
S -1.769 0.183 0.215
H -0.481 -2.187 1.574
H 0.381 -0.729 1.309
H 1.485 -3.090 1.053
H 0.882 -2.890 -0.700
H 2.086 -1.058 -1.823
H 3.528 -0.729 -1.061
H 1.560 3.177 -0.214
H 1.712 3.430 1.509
H 0.191 2.666 1.002
H -3.945 0.310 -1.084
H -3.602 -1.266 -0.185
H -4.142 0.091 0.701
H 0.889 0.858 -2.372
H -0.599 1.446 -0.954
```

Density functional theory data (wB97M-V/def2-TZVPD) for a cluster of 2 separate species, CH7N2Si in total at a distorted geometry.

## Properties
Net charge: +1
Kohn-Sham gap: 0.237 Ha
LUMO: -6.76 eV
M: 75.2 g mol⁻¹
Energy relative to the best compared isomer or geometry (same formula, charge and spin): 4.276 eV

```
11
CH7N2Si, DFT wB97M-V/def2-TZVPD
C -0.024 0.360 -1.353
N -0.312 0.232 -0.066
N -0.927 0.830 -2.151
Si 1.007 -1.000 2.306
H -1.363 0.374 0.110
H -0.124 -0.417 2.661
H -1.760 1.161 -1.768
H -0.691 1.113 -3.172
H 2.131 -1.160 1.513
H 0.955 0.090 -1.661
H 1.108 -1.583 3.579
```

Density functional theory data (wB97M-V/def2-TZVPD) for a structure of composition C6H3NO4Ru at a distorted geometry.

## Properties
Net charge: +3
Kohn-Sham gap (alpha / beta): 0.319 / 0.208 Ha
LUMO (alpha / beta): -13.52 / -19.50 eV
M: 254.2 g mol⁻¹
Energy relative to the best compared isomer or geometry (same formula, charge and spin): 0.792 eV
2S+1: 6
<S²>: 8.7824

```
15
C6H3NO4Ru, DFT wB97M-V/def2-TZVPD
O 1.610 0.858 2.671
C 0.965 0.552 1.761
Ru -0.002 0.060 0.129
O 2.199 -1.630 -1.111
C 1.339 -1.015 -0.635
C 0.527 1.641 -0.809
O 0.866 2.596 -1.363
C -1.458 -0.363 -1.117
O -2.280 -0.634 -1.887
C -1.986 -2.487 3.467
C -1.405 -1.901 2.282
N -0.921 -1.532 1.289
H -2.201 -1.693 4.194
H -1.269 -3.192 3.912
H -2.918 -3.015 3.201
```

| no. | total energy (eV) |
| --- | --- |
| 1 | -48388.7374 |
| 2 | -19505.3242 |
| 3 | -27461.9789 |
| 4 | -5551.7505 |
| 5 | -11407.6318 |
| 6 | -37238.7783 |
| 7 | -11997.5018 |
| 8 | -18488.1689 |